Entry 1:
Entry from the Open Molecules 2025 dataset: a cluster of 2 separate species, C4H10NOP in total (ωB97M-V/def2-TZVPD).

Calculated values
- relative energy (zero: lowest compared OMol25 entry of this formula, charge and spin) (eV) = 6.251
- lowest unoccupied orbital energy (spin up / spin down) (eV) = 0.90 / 0.90
- strongest force on any atom (eV Å⁻¹) = 5.92
- orbital gap (spin up / spin down) (eV) = 7.8 / 7.8
- electronic energy (Eh) = -629.54224

The geometry in XYZ format:
```
17
C4H10NOP | the Open Molecules 2025 dataset | ωB97M-V/def2-TZVPD
H -1.03 1.24 -1.40
H -0.75 1.36 1.58
C 2.23 0.12 0.70
H -2.33 0.98 1.04
H 1.79 0.27 1.60
H -0.03 -2.85 -0.63
C -1.35 1.37 0.69
N -1.13 -0.61 -0.66
O 1.78 -0.84 -0.23
H -1.84 -2.63 0.00
H 3.38 0.10 0.83
H -1.64 2.38 0.32
H -1.32 -0.81 -1.65
P -0.61 -2.02 0.37
C 1.63 0.47 -0.60
H 2.07 0.82 -1.54
C -0.83 0.65 -0.42
```

---

Entry 2:
Entry from the Open Molecules 2025 dataset: a cluster of 2 separate species, C5H16N in total (ωB97M-V/def2-TZVPD).

Calculated values
- charge = +1
- relative energy (zero: lowest compared OMol25 entry of this formula, charge and spin) (eV) = 0.744
- lowest unoccupied orbital energy (eV) = -3.67
- strongest force on any atom (eV Å⁻¹) = 2.12
- orbital gap (eV) = 10.9
- electronic energy (Eh) = -254.57490

The geometry in XYZ format:
```
22
C5H16N | the Open Molecules 2025 dataset | ωB97M-V/def2-TZVPD
H -0.49 -2.35 -1.84
C 0.25 1.87 0.98
H 0.91 -0.72 -3.18
C 0.57 -0.51 -2.16
H 0.03 2.75 1.56
H -1.76 0.22 -0.95
H 0.73 -1.03 1.42
H -2.57 -1.36 -0.79
H 1.49 -0.74 -1.62
N 0.54 -0.34 2.14
H 2.15 0.66 1.38
H -1.32 -1.24 -2.87
H 0.60 2.29 0.04
H 1.34 1.52 2.71
H 0.84 -0.65 3.07
H -1.19 -1.03 0.21
C -0.73 -1.28 -1.95
C 1.19 0.99 1.77
H 0.22 0.52 -2.25
C -1.61 -0.85 -0.78
H -0.73 1.42 0.84
H -0.45 -0.14 2.26
```

---

Entry 3:
Entry from the Open Molecules 2025 dataset: a structure of composition C44H55ClMoN4 (ωB97M-V/def2-TZVPD).

Calculated values
- charge = +2
- relative energy (zero: lowest compared OMol25 entry of this formula, charge and spin) (eV) = 0.891
- lowest unoccupied orbital energy (spin up / spin down) (eV) = -7.00 / -6.80
- multiplicity = 3
- ⟨S²⟩ = 2.140
- strongest force on any atom (eV Å⁻¹) = 3.31
- orbital gap (spin up / spin down) (eV) = 5.4 / 6.3
- electronic energy (Eh) = -2456.46830

The geometry in XYZ format:
```
105
C44H55ClMoN4 | the Open Molecules 2025 dataset | ωB97M-V/def2-TZVPD
H 0.57 -4.97 0.74
H -2.73 4.79 -2.02
H 5.12 -3.32 -0.63
H -1.62 5.32 1.45
C 5.01 -0.56 -1.88
H 0.00 1.00 4.27
H -0.46 -5.34 2.51
H 1.25 1.32 -4.58
H -2.64 -0.47 4.20
C -1.48 2.31 -3.91
H -0.81 -0.02 -5.38
H 2.64 -3.79 -0.07
H -2.09 5.73 -0.19
C -0.43 -1.97 2.13
C -1.60 3.15 -1.25
N 1.77 -0.60 -0.79
H -7.36 0.13 -0.83
C 0.73 1.85 0.15
H -0.42 -1.51 -4.54
C 1.24 1.22 1.33
C -5.35 0.53 -1.46
C 2.22 3.73 0.54
H -1.36 1.08 5.37
H -2.21 -2.00 0.46
C -3.32 3.38 0.51
C -1.70 -0.24 3.69
C 2.18 1.93 2.11
C -1.84 3.60 0.17
H -1.93 -0.65 -4.18
H -1.25 3.00 0.86
H 4.93 -2.52 -2.82
H 2.18 -2.40 0.94
H -0.33 -0.34 5.37
H 4.37 -1.57 1.22
H -3.96 3.97 -0.15
C -3.61 -0.75 -0.35
H 2.50 -3.96 1.68
C 6.26 -1.71 0.20
H 5.79 0.17 -1.69
H 1.81 -0.27 -4.08
C 0.04 -3.57 -0.72
C -1.30 -3.95 3.90
H -3.27 0.68 -1.91
H -3.59 2.33 0.40
C -6.32 -0.09 -0.68
H 0.57 -4.15 -1.47
C 5.62 -1.93 -2.21
H 6.81 -3.35 -1.10
H -2.65 0.25 1.81
C -1.18 -1.61 3.27
N -0.19 1.23 -0.63
C 0.81 -0.04 1.87
C -5.96 -1.03 0.27
H -3.52 3.68 1.53
H -2.65 1.55 3.00
C 2.66 3.16 1.73
C 4.98 -0.96 0.56
C -0.65 -4.30 2.73
H -0.43 5.26 0.15
C -4.02 0.21 -1.30
C 5.96 -2.70 -0.93
C 0.60 -3.87 0.67
H 5.21 -0.01 1.07
H -6.71 -1.52 0.87
C -0.16 0.27 -3.34
H -1.18 1.19 2.12
H -1.60 -4.72 4.60
Cl -4.21 -2.55 1.63
H 0.92 3.55 -1.14
H 1.81 1.09 -2.93
H 2.61 4.69 0.22
N 4.22 -0.67 -0.66
C -0.20 -3.33 1.84
C 1.27 0.62 -3.75
H 7.04 -1.02 -0.12
H -1.44 2.00 -4.94
C -0.78 0.41 4.74
C -0.89 1.53 -2.93
H -2.56 4.10 -4.37
H -1.02 -3.84 -0.77
H 6.52 -1.76 -2.80
C -2.20 3.89 -2.27
H -2.09 -2.36 5.05
H 1.12 -0.23 2.90
C -2.25 -1.14 -0.20
C -2.12 3.49 -3.59
C -1.47 5.07 0.40
H -0.07 -0.46 -2.45
H 2.54 1.48 3.02
C -2.06 0.74 2.58
Mo -0.21 -0.74 -0.74
C -0.88 -0.53 -4.42
H -5.64 1.26 -2.20
H -1.75 -1.30 -1.27
N 0.08 -0.95 1.28
C 2.94 -0.65 -0.70
C -0.90 1.98 -1.59
H 4.37 -0.20 -2.69
H 0.18 -2.48 -1.01
C 2.07 -3.47 0.81
C -4.62 -1.35 0.44
C -1.56 -2.63 4.15
H 3.39 3.67 2.34
C 1.27 3.10 -0.22
H 6.62 -2.23 1.08
```

---

Entry 4:
Entry from the Open Molecules 2025 dataset: a cluster of 2 separate species, C4H2F4 in total (ωB97M-V/def2-TZVPD).

Calculated values
- relative energy (zero: lowest compared OMol25 entry of this formula, charge and spin) (eV) = 4.903
- lowest unoccupied orbital energy (spin up / spin down) (eV) = -3.62 / -3.62
- strongest force on any atom (eV Å⁻¹) = 2.19
- orbital gap (spin up / spin down) (eV) = 6.0 / 6.0
- electronic energy (Eh) = -552.82583

The geometry in XYZ format:
```
10
C4H2F4 | the Open Molecules 2025 dataset | ωB97M-V/def2-TZVPD
H 2.15 -0.82 0.65
F -1.18 2.09 0.07
C -0.91 -0.25 0.68
F -0.45 -2.37 -0.91
C 0.32 0.13 0.20
F -1.36 0.67 -1.56
H 2.24 0.60 -0.54
F -1.59 -0.85 1.60
C 1.66 -0.03 0.12
C -0.90 0.82 -0.31
```

---

Entry 5:
Entry from the Open Molecules 2025 dataset: a cluster of 13 separate species, C16H58N4O13 in total (ωB97M-V/def2-TZVPD).

Calculated values
- relative energy (zero: lowest compared OMol25 entry of this formula, charge and spin) (eV) = 2.344
- lowest unoccupied orbital energy (eV) = 0.18
- strongest force on any atom (eV Å⁻¹) = 7.15
- orbital gap (eV) = 9.2
- electronic energy (Eh) = -1841.38425

The geometry in XYZ format:
```
91
C16H58N4O13 | the Open Molecules 2025 dataset | ωB97M-V/def2-TZVPD
H -2.02 -2.45 -3.85
H -1.43 -2.78 -0.65
H 0.28 2.56 -2.69
H 4.23 0.03 -1.78
O 1.77 0.48 2.69
O -1.49 -4.79 -1.35
H 1.63 -1.85 6.28
H 2.60 1.87 4.11
H -0.74 0.64 -3.14
N 2.06 -4.86 1.92
H -2.87 1.88 0.56
H -3.63 3.77 -3.09
H -4.17 -1.55 -0.13
O 1.76 4.57 1.06
H 0.73 -2.87 -3.49
H 3.55 1.59 2.73
H 1.93 -5.72 2.47
N 0.26 -0.37 0.38
O -2.40 3.40 -1.35
H -1.88 3.14 2.77
O 2.65 -0.89 -0.82
H -0.46 2.07 0.82
H 0.31 -1.40 0.27
H 3.52 4.51 -1.11
H 1.83 -0.62 -0.39
C -2.58 -1.75 -4.43
H -2.87 2.17 -2.96
H 1.22 -0.45 5.23
H -1.02 -4.72 -2.15
C 1.55 -1.52 5.25
N 0.06 -5.16 1.00
C 0.51 1.99 -3.63
H 1.05 4.22 1.65
H -0.04 -6.10 1.33
C 0.59 -2.41 4.44
O -3.70 1.59 0.92
H 0.36 2.83 3.71
C 3.38 0.26 -1.11
H 1.12 -3.22 3.98
O 0.08 -1.58 3.41
H -5.25 0.75 -0.19
H -2.25 4.29 -1.19
H -2.64 -3.05 -1.85
H -1.23 2.27 -0.70
O 0.24 3.01 2.76
H 0.03 -1.27 -3.92
H 0.74 2.62 -4.46
H -3.54 -2.28 -4.62
H -0.48 -2.15 2.93
O 1.09 -3.24 0.53
H 2.95 -4.34 2.11
C 2.33 3.48 0.42
H 0.78 0.09 1.14
O 1.96 -1.18 -3.68
H 4.07 2.90 -0.59
N -0.79 1.62 -0.03
H -2.03 -1.62 -5.37
H -3.60 0.75 -0.98
H 1.64 2.99 -0.28
H -2.77 -3.81 -0.24
C -0.93 3.75 2.50
C -0.45 0.39 -0.42
C -4.19 0.68 -0.05
C 3.63 3.84 -0.29
H -4.28 -0.85 1.54
H -0.48 -4.88 0.13
H -0.98 4.08 1.50
H 4.27 4.39 0.38
H 2.66 -1.30 -3.05
C 1.12 -4.41 1.11
H -1.92 3.51 -3.34
H -0.13 -2.83 5.10
H 2.49 2.80 1.29
H 3.51 0.42 3.90
C -3.87 -0.71 0.53
C -2.12 -3.57 -1.03
H -2.14 -0.40 -3.17
C 2.88 1.08 3.43
H 1.29 -0.16 3.22
H 0.64 -1.55 -2.16
O -2.93 -0.63 -3.68
C 0.74 -1.78 -3.25
O -1.09 -0.09 -1.55
H 2.50 -1.58 4.81
H 3.80 0.82 -0.24
O -0.60 1.13 -3.92
C -2.74 3.24 -2.70
H 2.79 1.00 -1.64
H 1.36 1.41 -3.35
H -2.75 -0.73 0.63
H -1.02 4.65 3.11
```

---

What is the formula in the third record? C44H55ClMoN4